# 1
21
Properties=species:S:1:pos:R:3 method="wB97M-V/def2-TZVPD" e_tot_ev=-10979.746 de_lowest_ev=2.133 orbital_gap_ev=9.5 multiplicity=1 fmax_ha_per_bohr=0.026
C 1.608 0.698 -2.010
N 0.468 1.617 -1.842
C -0.187 1.609 -0.534
C -1.476 0.756 -0.469
C -1.242 -0.729 -0.155
C -1.238 -1.060 1.308
O -1.422 -2.184 1.704
H 1.630 0.279 -3.014
H 2.489 1.325 -1.873
H 1.624 -0.103 -1.268
H -0.224 1.565 -2.564
H -0.499 2.642 -0.357
H 0.491 1.358 0.285
H -2.236 1.268 0.121
H -1.876 0.759 -1.494
H -0.365 -1.098 -0.683
H -2.070 -1.287 -0.603
H -1.076 -0.276 2.072
O 2.573 -0.619 2.051
H 2.347 -1.515 2.303
H 2.729 -0.540 1.104

# 2
15
Properties=species:S:1:pos:R:3 method="wB97M-V/def2-TZVPD" e_tot_ev=-38676.645 de_lowest_ev=0.571 orbital_gap_ev=11.0 multiplicity=1 fmax_ha_per_bohr=0.069
C 0.861 -1.260 -0.154
C -0.293 -0.548 -0.885
Si -1.794 0.033 0.160
Cl -3.387 0.730 -0.960
Cl -2.334 -1.633 1.274
C -0.908 1.397 1.178
C -0.462 2.488 0.337
N -0.226 3.401 -0.345
H 1.781 -1.112 -0.711
H 1.003 -1.072 0.890
H 0.582 -2.331 -0.053
H -0.714 -1.302 -1.488
H 0.088 0.313 -1.402
H -1.376 1.794 1.980
H -0.087 0.911 1.508

# 3
120
Properties=species:S:1:pos:R:3 method="wB97M-V/def2-TZVPD" e_tot_ev=-74463.712 orbital_gap_ev="9.0 / 7.0" s2=2.00 multiplicity=3 fmax_ha_per_bohr=0.117 total_charge=+1
Pt 2.173 1.208 1.758
Sr -1.439 2.864 0.121
B 0.589 2.890 1.878
H 1.134 3.006 0.954
H -0.066 2.035 1.822
H 1.208 2.694 2.739
H 0.001 3.784 2.017
S -0.242 0.213 -0.516
O -0.228 -1.013 -1.379
O 0.826 0.114 0.483
O -0.024 1.432 -1.213
O -1.547 0.277 0.166
C 3.084 -4.175 -1.305
C 3.210 -2.645 -1.392
O 2.319 -2.256 -0.429
H 2.192 -4.613 -1.752
H 3.151 -4.518 -0.272
H 3.955 -4.660 -1.746
H 2.876 -2.405 -2.402
H 4.190 -2.198 -1.224
H 1.561 -1.862 -0.868
C 5.320 -1.536 2.136
C 3.896 -1.594 2.573
O 3.148 -0.759 1.751
H 5.586 -1.842 1.125
H 5.784 -2.027 2.992
H 5.715 -0.520 2.124
H 3.777 -1.100 3.538
H 3.351 -2.538 2.578
H 2.953 -1.286 0.973
C 5.292 1.066 -0.862
C 4.321 2.184 -0.861
O 3.132 1.622 -0.288
H 6.234 1.226 -1.387
H 4.862 0.191 -1.350
H 5.505 0.846 0.184
H 4.134 2.393 -1.915
H 4.732 3.146 -0.553
H 2.587 1.429 -1.055
C -0.789 -1.545 -4.700
C 0.310 -2.564 -4.315
O -0.007 -3.124 -3.031
H -1.818 -1.906 -4.721
H -0.550 -1.122 -5.676
H -0.689 -0.677 -4.049
H 1.322 -2.159 -4.325
H 0.322 -3.546 -4.787
H 0.046 -2.422 -2.379
C -4.087 2.079 4.243
C -2.899 2.660 3.578
O -2.713 2.146 2.299
H -4.250 1.039 3.961
H -4.814 2.789 3.850
H -4.146 2.141 5.330
H -2.007 2.642 4.204
H -3.143 3.705 3.388
H -2.535 1.222 2.486
C 0.165 0.503 5.487
C 0.711 -0.518 4.549
O 0.678 -0.139 3.231
H 0.118 0.164 6.522
H -0.818 0.875 5.197
H 0.817 1.369 5.372
H 0.154 -1.455 4.552
H 1.698 -0.627 4.998
H -0.178 -0.317 2.836
C -3.092 -1.768 4.409
C -3.420 -1.430 2.968
O -2.358 -0.543 2.614
H -3.877 -2.379 4.855
H -3.150 -0.891 5.054
H -2.168 -2.326 4.561
H -4.289 -0.820 2.721
H -3.344 -2.265 2.272
H -2.236 -0.429 1.669
C 0.950 1.816 -5.185
C 1.894 1.651 -3.990
O 1.409 2.484 -2.915
H 0.805 2.849 -5.500
H -0.099 1.731 -4.903
H 1.329 1.118 -5.931
H 2.918 1.925 -4.244
H 1.996 0.607 -3.692
H 0.782 1.999 -2.374
C -0.062 -4.102 1.070
C -1.381 -4.653 0.607
O -1.536 -6.009 0.993
H 0.055 -3.076 0.721
H 0.769 -4.607 0.578
H 0.105 -4.360 2.116
H -1.496 -4.564 -0.473
H -2.168 -3.935 0.835
H -0.827 -6.455 0.525
C 1.861 5.848 -0.816
C 0.452 5.819 -1.422
O 0.028 4.429 -1.386
H 2.205 6.870 -0.654
H 2.628 5.515 -1.515
H 2.034 5.533 0.213
H 0.352 6.223 -2.429
H -0.152 6.537 -0.866
H 0.707 3.979 -1.893
C -4.623 -2.952 -2.072
C -3.284 -2.360 -1.735
O -3.137 -1.695 -0.525
H -5.399 -2.192 -1.987
H -5.052 -3.575 -1.287
H -4.685 -3.475 -3.026
H -3.128 -1.658 -2.554
H -2.510 -3.128 -1.726
H -2.455 -1.020 -0.547
C -3.267 1.625 -2.977
C -4.139 2.464 -2.025
O -3.602 2.223 -0.763
H -3.590 1.835 -3.996
H -3.375 0.543 -2.901
H -2.206 1.872 -3.023
H -5.120 2.005 -1.894
H -4.253 3.503 -2.334
H -3.947 1.378 -0.465

# 4
16
Properties=species:S:1:pos:R:3 method="wB97M-V/def2-TZVPD" e_tot_ev=-7393.407 de_lowest_ev=1.358 orbital_gap_ev=10.9 multiplicity=1 fmax_ha_per_bohr=0.071
C 1.195 1.214 0.105
C 0.402 -0.062 0.004
O 1.371 -1.120 -0.163
C -0.671 -0.025 -1.070
C -1.814 0.122 -0.026
C -0.723 -0.315 1.053
H 0.427 2.003 0.360
H 1.906 1.131 0.936
H 1.766 1.442 -0.817
H 2.252 -0.774 0.311
H -0.681 0.821 -1.782
H -0.728 -0.978 -1.622
H -2.722 -0.424 -0.134
H -2.080 1.157 0.278
H -0.805 -1.349 1.397
H -0.631 0.328 1.983

# 5
20
Properties=species:S:1:pos:R:3 method="wB97M-V/def2-TZVPD" e_tot_ev=-11417.437 de_lowest_ev=1.780 orbital_gap_ev=10.4 multiplicity=1 fmax_ha_per_bohr=0.016
N -2.895 1.311 -0.962
C -1.788 0.376 -1.269
C -0.487 0.664 -0.527
N -0.542 0.388 0.920
C 0.663 -0.162 -1.098
C 1.921 0.178 -0.337
O 2.566 -0.622 0.277
H -2.562 2.004 -0.283
H -3.113 1.839 -1.793
H -1.606 0.328 -2.347
H -2.080 -0.646 -0.995
H -0.238 1.728 -0.596
H -1.295 0.895 1.369
H -0.759 -0.600 1.076
H 0.747 0.021 -2.174
H 0.475 -1.228 -0.967
H 2.169 1.266 -0.334
O 0.834 -1.876 2.474
H 1.182 -1.025 2.165
H 1.543 -2.517 2.331

# 6
62
Properties=species:S:1:pos:R:3 method="wB97M-V/def2-TZVPD" e_tot_ev=-384340.004 orbital_gap_ev=8.7 multiplicity=1 fmax_ha_per_bohr=0.020
C 2.781 -2.418 -0.927
C 1.952 -3.026 -2.062
P 0.434 -2.032 -2.471
C -0.854 -2.871 -1.466
O 0.658 -0.630 -1.505
C 1.085 0.448 -2.176
O 1.200 0.504 -3.377
N 1.370 1.558 -1.325
C 0.803 2.775 -1.929
C 2.801 1.666 -1.097
C 3.142 1.830 0.381
O 2.321 1.967 1.231
O 4.467 1.781 0.668
H 2.216 -2.389 0.005
H 3.695 -2.984 -0.739
H 3.100 -1.412 -1.204
H 2.526 -3.011 -2.989
H 1.619 -4.035 -1.817
H -1.694 -3.093 -2.119
H -0.478 -3.806 -1.050
H -1.185 -2.213 -0.661
H 0.846 3.578 -1.191
H -0.236 2.583 -2.196
H 1.347 3.085 -2.826
H 3.333 0.787 -1.467
H 3.222 2.547 -1.597
H 4.974 2.146 -0.071
Cl 0.377 -0.304 1.739
C -0.121 -0.095 3.412
Cl 0.612 1.379 4.029
Cl -1.881 0.041 3.482
Cl 0.394 -1.489 4.382
Cl 7.278 -2.658 -4.512
C 6.724 -2.829 -2.847
Cl 5.549 -4.145 -2.750
Cl 8.095 -3.186 -1.798
Cl 5.966 -1.317 -2.324
Cl -2.172 0.403 -0.470
C -3.905 0.100 -0.330
Cl -4.771 1.638 -0.301
Cl -4.446 -0.854 -1.719
Cl -4.244 -0.797 1.152
Cl -0.772 2.371 8.133
C -0.112 0.820 8.666
Cl 1.360 1.101 9.603
Cl -1.302 -0.006 9.677
Cl 0.260 -0.169 7.256
Cl 0.029 7.080 3.172
C -0.660 5.456 3.068
Cl 0.494 4.364 2.310
Cl -1.036 4.872 4.693
Cl -2.143 5.509 2.107
Cl -3.965 -5.739 -2.565
C -2.894 -6.156 -3.907
Cl -3.551 -5.506 -5.409
Cl -1.299 -5.459 -3.613
Cl -2.759 -7.912 -4.031
Cl -9.441 4.011 0.291
C -8.111 4.026 -0.868
Cl -8.373 5.309 -2.052
Cl -6.594 4.332 -0.007
Cl -8.031 2.472 -1.694

# 7
16
Properties=species:S:1:pos:R:3 method="wB97M-V/def2-TZVPD" e_tot_ev=-17087.593 de_lowest_ev=1.011 orbital_gap_ev=9.2 multiplicity=1 fmax_ha_per_bohr=0.012
N 1.192 -1.470 -2.079
C 0.872 -0.125 -1.704
C -0.329 0.379 -1.917
N -0.670 1.697 -1.475
H 1.130 -2.102 -1.290
H 2.142 -1.525 -2.424
H 1.667 0.517 -1.337
H -1.102 -0.216 -2.395
H -1.004 1.672 -0.518
H -1.420 2.063 -2.046
C -0.662 -0.476 3.129
S -0.509 0.904 1.968
H -1.719 -0.708 3.241
H -0.140 -1.361 2.779
H -0.276 -0.189 4.102
H 0.828 0.942 1.966

# 8
8
Properties=species:S:1:pos:R:3 method="wB97M-V/def2-TZVPD" e_tot_ev=-15503.793 de_lowest_ev=2.149 orbital_gap_ev=9.4 multiplicity=1 fmax_ha_per_bohr=0.081
O 0.829 -1.232 1.244
C 0.010 -0.361 1.034
C 0.228 0.851 0.286
O 0.658 1.961 0.531
P -0.644 0.284 -1.545
H -0.961 -0.568 1.475
H 0.686 0.016 -2.084
H -0.806 -0.952 -0.940

# 9
12
Properties=species:S:1:pos:R:3 method="wB97M-V/def2-TZVPD" e_tot_ev=-10974.441 de_lowest_ev=1.111 orbital_gap_ev=8.8 multiplicity=1 fmax_ha_per_bohr=0.094 total_charge=+1
H 1.315 -0.725 1.302
C 1.723 1.236 -0.019
C 1.390 -0.019 0.237
C 0.197 -0.788 0.139
C -1.500 -0.389 0.581
O -1.178 -0.060 -0.694
Tl -2.351 -0.087 -2.753
H 2.749 1.580 0.121
H 1.082 1.855 -0.651
H 0.281 -1.790 -0.292
H -1.521 0.421 1.319
H -2.185 -1.234 0.711

# 10
62
Properties=species:S:1:pos:R:3 method="wB97M-V/def2-TZVPD" e_tot_ev=-38978.456 de_lowest_ev=1.011 orbital_gap_ev=8.3 multiplicity=1 fmax_ha_per_bohr=0.018
C 8.956 -1.776 -0.731
C 7.600 -2.100 -0.179
C 6.461 -1.455 -0.631
C 5.207 -1.753 -0.120
C 5.074 -2.719 0.868
O 3.896 -3.096 1.446
C 2.707 -2.470 1.021
C 1.556 -3.090 1.833
N 0.235 -2.578 1.557
C 0.036 -1.185 1.910
C -1.464 -0.876 1.868
N -1.984 -1.171 0.556
C -2.070 -0.203 -0.392
N -2.019 1.072 0.055
C -2.164 2.043 -0.818
N -2.057 3.316 -0.361
C -2.053 3.603 1.060
C -3.434 3.640 1.629
C -4.298 2.637 1.959
C -5.491 3.269 2.390
C -5.263 4.606 2.287
O -4.024 4.842 1.823
C -2.363 1.777 -2.215
C -2.508 2.742 -3.221
C -2.694 2.364 -4.526
C -2.739 1.007 -4.868
C -2.599 0.041 -3.910
C -2.406 0.400 -2.560
N -2.257 -0.575 -1.643
C -1.752 -2.540 0.164
C -0.252 -2.845 0.216
C 6.216 -3.375 1.330
C 7.455 -3.067 0.812
H 8.891 -1.008 -1.497
H 9.410 -2.665 -1.168
H 9.615 -1.422 0.061
H 6.544 -0.700 -1.400
H 4.349 -1.224 -0.504
H 2.761 -1.388 1.204
H 2.549 -2.642 -0.053
H 1.550 -4.167 1.647
H 1.767 -2.935 2.895
H 0.424 -1.019 2.917
H 0.548 -0.498 1.213
H -1.647 0.175 2.089
H -1.984 -1.509 2.592
H -2.406 4.047 -0.961
H -1.477 2.809 1.538
H -1.568 4.570 1.215
H -4.102 1.587 1.895
H -6.387 2.792 2.728
H -5.876 5.458 2.504
H -2.468 3.795 -2.977
H -2.805 3.113 -5.296
H -2.887 0.728 -5.901
H -2.629 -1.009 -4.153
H -2.138 -2.677 -0.846
H -2.282 -3.191 0.865
H -0.078 -3.897 -0.018
H 0.250 -2.223 -0.544
H 6.101 -4.124 2.098
H 8.329 -3.584 1.181

# 11
21
Properties=species:S:1:pos:R:3 method="wB97M-V/def2-TZVPD" e_tot_ev=-11960.631 de_lowest_ev=1.699 orbital_gap_ev=8.9 multiplicity=1 fmax_ha_per_bohr=0.043 total_charge=+1
Cs -0.196 0.255 -1.717
C -4.645 1.202 -2.644
O -5.193 1.408 -3.718
N -3.438 1.793 -2.349
N -5.231 0.481 -1.628
H -3.012 2.197 -3.169
H -2.907 1.530 -1.543
H -6.051 -0.074 -1.772
H -4.661 0.304 -0.824
C 3.222 -0.899 2.899
C 2.528 -1.079 1.575
C 2.692 0.083 0.593
O 3.025 -2.246 0.902
H 4.226 -0.481 2.859
H 3.286 -1.854 3.425
H 2.599 -0.308 3.579
H 1.453 -1.232 1.684
H 2.263 -0.160 -0.382
H 3.750 0.264 0.381
H 2.301 1.049 0.932
H 3.988 -2.235 0.920

# 12
9
Properties=species:S:1:pos:R:3 method="wB97M-V/def2-TZVPD" e_tot_ev=-15950.382 de_lowest_ev=3.501 orbital_gap_ev=8.8 multiplicity=1 fmax_ha_per_bohr=0.065
C 0.302 -0.115 -0.124
N -0.273 1.232 -0.153
N -1.368 0.879 0.634
S -2.619 -0.216 -0.251
C -0.813 -0.423 0.829
H 1.309 -0.150 0.296
H 0.278 -0.656 -1.076
H -0.454 1.730 -1.016
H -0.889 -1.024 1.710

# 13
33
Properties=species:S:1:pos:R:3 method="wB97M-V/def2-TZVPD" e_tot_ev=-22871.429 de_lowest_ev=10.085 orbital_gap_ev=8.8 multiplicity=1 fmax_ha_per_bohr=0.230
O 55.463 29.141 0.293
H 56.079 29.610 1.048
H 54.637 29.916 0.228
H 54.934 28.342 0.595
O 56.450 29.717 1.964
H 57.192 30.246 2.351
O 57.525 31.277 5.249
H 57.309 31.712 4.553
H 58.466 31.433 5.659
O 53.796 29.455 2.319
H 53.391 30.310 2.298
H 54.772 29.735 2.327
O 57.241 33.444 3.831
H 56.747 32.960 3.197
H 56.827 34.349 3.726
O 57.420 30.836 -0.558
H 56.723 31.084 -1.227
H 58.098 31.471 -0.636
O 58.495 30.100 1.847
H 58.696 31.015 1.534
H 57.669 29.726 1.777
O 56.037 29.619 4.579
H 56.888 30.078 4.765
H 56.358 29.481 3.541
O 60.539 28.478 3.083
H 59.813 29.188 3.001
H 60.171 27.722 2.701
O 55.604 32.297 1.765
H 55.790 31.409 1.951
H 54.636 32.306 1.683
O 57.309 26.829 2.287
H 57.139 26.179 1.522
H 57.078 27.687 2.198

# 14
19
Properties=species:S:1:pos:R:3 method="wB97M-V/def2-TZVPD" e_tot_ev=-10945.704 de_lowest_ev=3.563 orbital_gap_ev=10.1 multiplicity=1 fmax_ha_per_bohr=0.093
C 2.751 1.138 0.826
C 1.610 1.072 -0.188
N 0.514 0.163 0.137
C 0.129 0.155 1.552
C -0.645 0.514 -0.713
C -1.522 -0.774 -0.726
O -0.909 -1.847 -1.325
O -2.572 -0.746 -0.132
H 2.416 1.231 1.877
H 3.409 2.007 0.742
H 3.449 0.299 0.927
H 2.006 0.792 -1.164
H 1.317 2.122 -0.411
H -0.789 -0.417 1.615
H -0.047 1.166 1.930
H 0.865 -0.430 2.112
H -0.229 0.869 -1.665
H -1.443 1.197 -0.380
H -0.694 -1.707 -0.291